1.
{
  "formula": "C45H46N9O4PbSSbSe4",
  "method": "ωB97M-V/def2-TZVPD",
  "symbols": ["Pb", "Se", "Sb", "Se", "Se", "Se", "C", "O", "C", "C", "C", "C", "C", "C", "N", "C", "C", "C", "C", "C", "C", "C", "O", "H", "H", "H", "H", "H", "H", "H", "H", "H", "H", "H", "H", "H", "C", "C", "N", "C", "C", "N", "C", "N", "N", "N", "C", "C", "C", "C", "C", "C", "H", "H", "H", "H", "H", "H", "H", "H", "H", "H", "H", "O", "C", "N", "C", "O", "C", "C", "C", "C", "N", "C", "H", "H", "H", "H", "H", "H", "H", "H", "S", "C", "N", "C", "C", "C", "C", "C", "C", "H", "H", "H", "H", "H", "C", "C", "C", "C", "C", "C", "H", "H", "H", "H", "H", "H", "H", "H", "H"],
  "positions_angstrom": [[0.401, 0.017, 0.924], [4.890, 0.922, 3.772], [4.207, 1.988, 1.703], [4.386, 0.302, -0.005], [1.066, 2.520, 3.273], [1.001, 4.634, 2.440], [-2.953, 5.050, 1.137], [-3.231, 3.713, 0.768], [-3.381, 3.438, -0.548], [-3.313, 4.382, -1.560], [-3.537, 4.013, -2.887], [-3.828, 2.700, -3.197], [-3.879, 1.749, -2.180], [-3.661, 2.090, -0.854], [-3.803, 1.161, 0.186], [-2.947, 0.588, 2.465], [-3.019, 1.819, 3.315], [-4.179, 2.335, 3.863], [-4.142, 3.447, 4.700], [-2.922, 4.030, 5.003], [-1.739, 3.530, 4.470], [-1.782, 2.432, 3.617], [-0.692, 1.856, 3.058], [-2.876, 5.047, 2.221], [-3.763, 5.716, 0.821], [-1.999, 5.382, 0.721], [-3.079, 5.411, -1.322], [-3.468, 4.762, -3.668], [-3.994, 2.401, -4.226], [-4.077, 0.708, -2.415], [-4.195, 0.303, -0.175], [-2.123, -0.006, 2.857], [-5.128, 1.866, 3.624], [-5.060, 3.847, 5.116], [-2.881, 4.893, 5.659], [-0.788, 3.996, 4.686], [0.199, -1.331, -2.895], [1.012, -2.136, -1.944], [1.331, -1.781, -0.723], [2.124, -2.772, -0.190], [2.297, -3.747, -1.117], [1.582, -3.342, -2.237], [1.569, -4.026, -3.492], [2.208, -3.238, -4.527], [1.834, -3.435, -5.807], [2.539, -2.688, -6.573], [3.406, -1.957, -5.790], [4.337, -0.972, -6.143], [5.025, -0.367, -5.119], [4.799, -0.716, -3.769], [3.899, -1.687, -3.405], [3.207, -2.309, -4.455], [-0.152, -0.439, -2.378], [-0.662, -1.896, -3.265], [0.800, -1.015, -3.752], [2.550, -2.667, 0.797], [2.857, -4.668, -1.109], [0.561, -4.236, -3.842], [2.101, -4.966, -3.354], [4.481, -0.696, -7.180], [5.742, 0.414, -5.340], [5.320, -0.183, -2.982], [3.723, -1.908, -2.358], [3.413, -2.003, 2.505], [3.988, -3.075, 3.170], [3.797, -3.072, 4.615], [2.667, -3.424, 5.285], [2.659, -3.579, 6.499], [1.439, -3.693, 4.456], [0.938, -4.977, 4.329], [-0.206, -5.182, 3.572], [-0.817, -4.083, 2.991], [-0.361, -2.839, 3.124], [0.754, -2.652, 3.826], [3.954, -1.190, 2.726], [5.071, -3.102, 3.009], [3.554, -3.991, 2.763], [4.582, -2.845, 5.203], [1.438, -5.806, 4.818], [-0.621, -6.172, 3.435], [-1.713, -4.201, 2.393], [1.116, -1.632, 3.901], [-4.374, -0.516, 2.532], [-2.599, 0.835, 0.974], [-1.906, -0.317, 0.456], [-2.513, -1.526, 0.664], [-1.979, -2.668, 0.015], [-2.547, -3.921, 0.107], [-3.698, -4.120, 0.868], [-4.220, -3.039, 1.560], [-3.651, -1.770, 1.494], [-1.939, 1.701, 0.906], [-1.101, -2.511, -0.597], [-2.093, -4.751, -0.424], [-4.161, -5.097, 0.942], [-5.086, -3.178, 2.201], [0.425, 3.239, -3.794], [1.146, 3.463, -2.458], [0.742, 4.820, -1.869], [2.666, 3.424, -2.667], [0.776, 2.398, -1.514], [0.471, 1.522, -0.734], [0.666, 4.049, -4.491], [-0.657, 3.216, -3.642], [0.732, 2.291, -4.243], [1.073, 5.628, -2.533], [1.187, 4.954, -0.881], [-0.342, 4.875, -1.758], [2.963, 4.177, -3.405], [2.986, 2.439, -3.012], [3.181, 3.628, -1.727]],
  "de_lowest_ev": 0.4781,
  "energy_ev": -353020.844,
  "total_charge": -2,
  "homo_lumo_gap_ev": 5.41,
  "lumo_energy_ev": 3.561,
  "homo_ev": -1.8476
}

***

2.
{
  "formula": "H9Na3O5",
  "method": "ωB97M-V/def2-TZVPD",
  "symbols": ["Na", "Na", "Na", "O", "H", "O", "H", "H", "O", "H", "H", "O", "H", "H", "O", "H", "H"],
  "positions_angstrom": [[-0.712, 0.818, -2.259], [1.997, 0.874, -0.070], [0.581, -2.386, 0.095], [-0.136, -0.179, -0.161], [0.237, -0.046, 0.715], [1.128, 1.254, 2.271], [0.295, 1.758, 2.338], [1.283, 0.908, 3.161], [-2.432, -0.888, -1.476], [-1.633, -0.817, -0.901], [-2.483, -1.790, -1.818], [-1.945, 1.741, 1.044], [-2.829, 1.357, 1.102], [-1.374, 1.031, 0.721], [2.497, -1.296, -1.241], [2.238, -0.630, -1.890], [3.288, -1.710, -1.630]],
  "de_lowest_ev": 0.0000,
  "energy_ev": -23621.393,
  "total_charge": 2,
  "homo_lumo_gap_ev": 9.20,
  "lumo_energy_ev": -8.071,
  "homo_ev": -17.2752
}

***

3.
{
  "formula": "C50H55As2F3N7PmS",
  "method": "ωB97M-V/def2-TZVPD",
  "symbols": ["Pm", "N", "C", "N", "C", "N", "N", "C", "C", "C", "C", "C", "C", "N", "C", "C", "C", "C", "C", "C", "H", "H", "H", "H", "H", "H", "H", "H", "H", "H", "H", "C", "C", "As", "C", "C", "C", "C", "C", "C", "C", "C", "C", "C", "C", "C", "As", "C", "C", "C", "C", "C", "C", "C", "C", "C", "C", "C", "C", "H", "H", "H", "H", "H", "H", "H", "H", "H", "H", "H", "H", "H", "H", "H", "H", "H", "H", "H", "H", "H", "H", "H", "H", "F", "C", "F", "F", "C", "C", "C", "C", "N", "C", "S", "N", "C", "C", "C", "C", "H", "H", "H", "H", "H", "H", "H", "H", "H", "H", "H", "H", "H", "H", "H", "H", "H", "H", "H", "H"],
  "positions_angstrom": [[1.161, -0.378, -1.454], [-3.449, -0.251, -1.089], [-2.156, -0.502, -0.861], [-1.222, 0.373, -1.190], [-1.562, 1.570, -1.783], [-0.649, 2.376, -2.281], [0.584, 1.923, -1.902], [1.678, 2.323, -2.565], [3.030, 2.000, -2.086], [4.081, 2.871, -2.380], [5.351, 2.619, -1.903], [5.601, 1.343, -1.311], [4.543, 0.452, -1.233], [3.233, 0.759, -1.485], [-2.910, 2.000, -1.736], [-3.385, 3.297, -2.080], [-4.683, 3.673, -1.913], [-5.577, 2.702, -1.429], [-5.192, 1.420, -1.131], [-3.845, 1.074, -1.225], [-4.149, -0.887, -0.783], [-1.957, -1.382, -0.252], [1.562, 3.021, -3.386], [3.789, 3.769, -2.911], [6.072, 3.450, -1.867], [6.601, 0.961, -1.049], [4.728, -0.633, -1.039], [-2.675, 4.059, -2.547], [-5.029, 4.667, -2.156], [-6.662, 2.971, -1.480], [-5.843, 0.619, -0.839], [-1.900, 1.330, 4.928], [-0.852, 0.354, 5.419], [-0.694, -1.322, 4.207], [-2.436, -2.079, 4.681], [-2.810, -2.713, 5.826], [-4.094, -3.141, 6.038], [-5.009, -3.008, 5.031], [-4.656, -2.430, 3.785], [-3.382, -1.929, 3.610], [0.347, -2.300, 5.588], [1.473, -1.729, 6.183], [2.102, -2.373, 7.243], [1.735, -3.721, 7.594], [0.787, -4.364, 6.802], [0.086, -3.662, 5.782], [-1.636, 2.045, 3.091], [-3.179, 3.303, 3.083], [-4.416, 2.952, 3.629], [-5.450, 3.962, 3.686], [-5.260, 5.216, 3.127], [-4.073, 5.548, 2.508], [-3.042, 4.595, 2.426], [-0.371, 3.382, 3.704], [-0.635, 4.418, 4.636], [0.249, 5.458, 4.844], [1.404, 5.603, 4.028], [1.624, 4.603, 3.084], [0.779, 3.521, 2.906], [-1.964, 2.132, 5.697], [-2.926, 0.869, 4.792], [-1.099, -0.066, 6.447], [0.194, 0.794, 5.494], [-2.130, -2.779, 6.665], [-4.393, -3.624, 6.983], [-6.050, -3.234, 5.183], [-5.437, -2.407, 2.997], [-2.988, -1.434, 2.681], [1.753, -0.724, 5.908], [2.839, -1.851, 7.852], [2.118, -4.268, 8.480], [0.675, -5.455, 6.912], [-0.666, -4.168, 5.178], [-4.548, 1.932, 3.991], [-6.376, 3.522, 4.066], [-6.167, 5.883, 3.112], [-3.927, 6.480, 1.999], [-2.091, 4.832, 1.962], [-1.628, 4.451, 5.130], [0.018, 6.159, 5.606], [2.083, 6.435, 4.134], [2.398, 4.745, 2.338], [0.861, 2.677, 2.153], [1.647, -2.738, -0.832], [1.000, -2.027, 0.343], [2.081, -1.794, 1.239], [0.329, -3.018, 0.993], [3.899, 1.235, -7.863], [4.204, 0.202, -6.772], [3.197, 0.274, -5.618], [1.840, -0.331, -5.885], [1.725, -1.738, -5.626], [0.865, -2.349, -4.820], [-0.209, -1.553, -3.788], [0.749, -3.713, -4.925], [1.368, -4.650, -5.841], [2.187, -5.715, -5.107], [2.995, -6.681, -6.017], [4.331, -6.097, -6.455], [4.768, 1.351, -8.518], [3.745, 2.240, -7.448], [3.061, 0.970, -8.525], [5.246, 0.373, -6.419], [4.238, -0.815, -7.185], [3.132, 1.363, -5.334], [3.692, -0.173, -4.713], [1.511, -0.128, -6.899], [1.057, 0.150, -5.277], [2.461, -2.292, -6.153], [-0.088, -3.994, -4.449], [1.991, -4.128, -6.543], [0.554, -5.157, -6.397], [1.501, -6.270, -4.448], [2.925, -5.236, -4.496], [2.462, -6.865, -6.922], [3.139, -7.617, -5.473], [4.252, -5.005, -6.670], [4.758, -6.613, -7.365], [5.081, -6.141, -5.673]],
  "de_lowest_ev": 0.0000,
  "multiplicity": 5,
  "energy_ev": -220377.446,
  "total_charge": 2,
  "homo_lumo_gap_ev": [4.49, 4.51],
  "lumo_energy_ev": [-6.797, -6.776],
  "homo_ev": [-11.2855, -11.2855]
}

***

4.
{
  "formula": "C27H47B2ClF4N11O12PS2",
  "method": "ωB97M-V/def2-TZVPD",
  "symbols": ["C", "C", "C", "N", "C", "C", "F", "C", "P", "N", "O", "O", "C", "B", "N", "O", "C", "S", "C", "S", "C", "C", "C", "C", "C", "Cl", "C", "C", "C", "O", "C", "F", "F", "F", "C", "C", "B", "O", "O", "C", "C", "O", "O", "C", "H", "H", "H", "H", "H", "H", "H", "H", "H", "H", "H", "H", "H", "H", "H", "H", "H", "H", "H", "H", "H", "H", "H", "H", "H", "H", "H", "H", "H", "H", "H", "N", "C", "N", "O", "H", "H", "H", "H", "N", "C", "N", "O", "H", "H", "H", "H", "N", "C", "N", "O", "H", "H", "H", "H", "N", "C", "N", "O", "H", "H", "H", "H"],
  "positions_angstrom": [[0.313, -5.083, 2.045], [-0.933, -4.477, 1.256], [-0.441, -3.260, 0.390], [-1.372, -2.847, -0.697], [-2.755, -3.128, -0.400], [-3.377, -4.379, -0.868], [-2.533, -5.227, -1.545], [-4.785, -4.722, -0.601], [-5.475, -6.339, -1.244], [-6.872, -6.125, -1.944], [-5.569, -7.389, 0.056], [-4.466, -6.971, -2.434], [-5.650, -3.793, 0.165], [-7.204, -4.068, 0.486], [-8.278, -3.069, 0.374], [-7.563, -5.378, 0.886], [-5.058, -2.541, 0.648], [-5.995, -1.275, 1.592], [-3.654, -2.240, 0.357], [-2.901, -0.670, 0.907], [-1.796, -0.313, -0.512], [-1.595, 1.065, -0.979], [-2.419, 2.176, -0.220], [-3.973, 2.096, -0.639], [-4.158, 1.498, -2.078], [-5.861, 1.781, -2.716], [-0.688, 1.327, -2.096], [-0.510, 2.804, -2.602], [0.421, 3.638, -1.653], [1.602, 3.997, -2.366], [-0.216, 4.959, -1.056], [-0.505, 4.838, 0.292], [-1.269, 5.466, -1.760], [0.774, 5.941, -1.097], [-0.013, 0.187, -2.706], [0.967, 0.486, -3.907], [2.364, 0.990, -3.232], [2.506, 1.026, -1.806], [3.483, 1.387, -3.984], [-0.228, -1.193, -2.231], [0.511, -2.369, -2.942], [1.905, -2.490, -2.557], [2.177, -1.729, -1.435], [-1.152, -1.484, -1.120], [-0.044, -5.945, 2.666], [1.116, -5.390, 1.319], [0.777, -4.301, 2.705], [-1.340, -5.325, 0.640], [-1.669, -4.132, 2.030], [-0.184, -2.432, 1.106], [0.537, -3.578, -0.078], [-7.579, -6.668, -1.432], [-5.156, -8.246, -0.176], [-4.521, -6.286, -3.135], [-8.382, -2.562, 1.262], [-9.192, -3.503, 0.223], [-6.839, -5.788, 1.393], [-5.413, -1.371, 2.844], [-2.308, 2.008, 0.880], [-2.071, 3.180, -0.555], [-4.403, 3.138, -0.612], [-4.479, 1.511, 0.167], [-3.438, 1.929, -2.810], [-4.056, 0.383, -1.979], [-0.004, 2.793, -3.606], [-1.540, 3.210, -2.751], [0.749, 2.940, -0.831], [2.347, 4.081, -1.736], [1.210, -0.437, -4.492], [0.546, 1.236, -4.619], [2.840, 1.925, -1.576], [4.242, 1.346, -3.377], [0.505, -2.264, -4.062], [0.040, -3.366, -2.705], [3.080, -1.382, -1.546], [4.246, 9.239, 0.337], [3.475, 8.120, 0.236], [2.206, 8.336, -0.200], [3.895, 7.006, 0.519], [3.923, 10.161, 0.112], [5.191, 9.117, 0.657], [1.611, 7.530, -0.286], [1.842, 9.240, -0.434], [3.639, 1.727, 1.210], [3.472, 3.037, 0.891], [3.719, 3.909, 1.891], [3.120, 3.406, -0.227], [3.925, 1.404, 2.123], [3.459, 1.049, 0.486], [3.605, 4.891, 1.684], [4.006, 3.633, 2.813], [6.379, 0.615, 0.605], [6.810, -0.271, 1.538], [7.951, -0.946, 1.224], [6.204, -0.437, 2.584], [6.843, 0.787, -0.268], [5.533, 1.120, 0.830], [8.292, -1.608, 1.898], [8.457, -0.818, 0.368], [3.874, 0.693, 7.061], [4.174, 0.174, 5.836], [5.064, -0.856, 5.855], [3.682, 0.604, 4.804], [4.265, 0.357, 7.921], [3.220, 1.456, 7.087], [5.312, -1.265, 4.968], [5.478, -1.220, 6.693]],
  "smiles": "CCCN1c2c(F)c(P(=N)(O)O)c(B(N)O)c(S)c2Sc2c(CCCCl)c(C[C@@H](O)C(F)(F)F)c(CB(O)O)c(COO)c21.NC(N)=O.NC(N)=O.NC(N)=O.NC(N)=O",
  "energy_ev": -125432.657,
  "homo_lumo_gap_ev": 7.97,
  "lumo_energy_ev": -0.031,
  "homo_ev": -8.0023
}